# 1
{"formula": "C6H13NO", "method": "ωB97M-V with the def2-TZVPD basis set", "total_charge": 0, "homo_ev": -7.72, "e_above_lowest_kj_mol": 483.1, "elements": ["C", "C", "N", "C", "H", "H", "H", "H", "H", "H", "H", "C", "C", "H", "H", "H", "H", "C", "O", "H", "H"], "coordinates": [[-1.4104, -2.2264, -0.8333], [-1.5807, -1.5974, 0.3308], [-0.6020, -1.2553, 1.2509], [0.7620, -1.3228, 0.9261], [-2.2651, -2.4498, -1.4533], [-0.4621, -2.6294, -1.1506], [-2.5591, -1.2102, 0.6016], [-0.7939, -0.3875, 1.7681], [1.0673, -0.4634, 0.1511], [1.0541, -2.2899, 0.5219], [1.3772, -1.0980, 1.7947], [1.0657, 2.1393, -0.7656], [1.6355, 0.8824, -0.8589], [0.6230, 2.5535, -1.6643], [1.5518, 2.8739, -0.1375], [2.5562, 0.6775, -0.3288], [1.4602, 0.2929, -1.7463], [-0.7259, 1.8851, 0.3331], [-0.5375, 1.5083, 1.5098], [-1.1864, 1.1889, -0.3927], [-1.0298, 2.9285, 0.1429]], "forces_ev_per_angstrom": [[-0.1, -0.3, 0.0], [0.4, 0.7, 0.1], [-1.1, 0.2, 0.7], [1.1, 1.4, -1.2], [0.0, 0.0, 0.0], [0.2, 0.1, 0.0], [0.0, -0.2, 0.1], [-0.1, -0.6, -0.4], [-0.7, -1.8, 1.2], [0.0, 0.0, -0.1], [0.0, -0.1, 0.1], [2.2, -1.3, -0.9], [0.4, 2.8, -1.1], [-0.7, -0.2, 0.2], [-0.3, -0.1, 0.4], [-0.3, -0.3, 0.4], [-0.3, -0.3, 0.1], [-2.2, -0.8, 2.2], [0.3, 0.9, -1.5], [0.6, -0.1, -0.1], [0.6, 0.1, -0.1]], "mulliken_charge": [-0.8290, -0.0465, -0.2662, -0.6484, 0.2570, 0.2196, 0.3669, 0.3964, 0.0607, 0.3705, 0.3523, -0.6423, -0.7543, 0.3707, 0.3513, 0.3372, 0.3064, -0.2841, -0.5959, 0.2688, 0.4087]}

# 2
{"formula": "C6H13NO", "method": "ωB97M-V with the def2-TZVPD basis set", "total_charge": 0, "homo_ev": -7.99, "e_above_lowest_kj_mol": 1008.5, "elements": ["C", "O", "C", "C", "C", "C", "C", "N", "H", "H", "H", "H", "H", "H", "H", "H", "H", "H", "H", "H", "H"], "coordinates": [[-0.8307, 1.8509, 0.3262], [-3.0709, 0.0534, 0.0882], [0.3470, 1.2344, 0.6363], [0.3990, -0.1973, 1.0237], [-0.5627, -1.0850, 0.2273], [0.1882, -0.4403, -1.9741], [-0.8737, -0.6317, -1.1749], [2.8603, -0.4676, 0.5642], [-1.7070, 1.2224, 0.1436], [-1.0040, 2.9057, 0.4524], [-3.9083, -0.2459, 0.4629], [1.2698, 1.7590, 0.7677], [0.3745, -0.5123, 2.0621], [1.6256, -0.4894, 0.6900], [-1.4898, -1.4348, 0.7117], [0.0877, -1.9421, -0.0109], [1.1631, -0.8330, -1.6574], [0.1421, 0.3712, -2.7119], [-1.8830, -0.2814, -1.3390], [3.2077, 0.1026, -0.2277], [3.6653, -0.9389, 0.9398]], "forces_ev_per_angstrom": [[0.3, -1.8, 0.3], [-0.3, -0.2, 0.3], [0.6, -0.3, 0.9], [-6.6, 1.4, -1.3], [1.3, -0.5, -0.9], [-0.6, 0.7, 0.4], [1.5, 0.8, -0.3], [-1.3, 1.6, -1.4], [-0.4, 0.1, 0.1], [0.4, 0.3, -0.1], [0.1, 0.2, 0.0], [0.3, 0.6, 0.5], [1.3, 0.2, 0.2], [5.7, -0.8, -0.6], [0.1, 0.3, 0.7], [-0.2, -0.7, 0.8], [-0.2, 0.4, -0.3], [0.1, -1.1, -0.5], [0.1, 0.1, -0.2], [-1.2, -0.4, 0.6], [-0.9, -0.9, 0.9]], "mulliken_charge": [-0.5236, -0.8222, -0.2322, 0.5408, -0.9519, -0.6769, -0.3585, -0.6011, 0.1485, 0.3204, 0.1329, 0.4368, 0.4471, -0.1096, 0.2392, 0.5488, 0.3444, 0.2639, 0.5238, 0.1846, 0.1446]}

# 3
{"formula": "C6H13NO", "method": "ωB97M-V with the def2-TZVPD basis set", "total_charge": 0, "homo_ev": -8.24, "e_above_lowest_kj_mol": 453.1, "elements": ["C", "C", "C", "C", "N", "C", "C", "O", "H", "H", "H", "H", "H", "H", "H", "H", "H", "H", "H", "H", "H"], "coordinates": [[0.5897, -0.5911, -0.4292], [-1.6349, -0.8404, 0.5723], [-0.3761, 1.5058, 0.2818], [-2.5795, -0.6171, -0.5826], [-0.0281, 0.1213, 0.5451], [2.1912, 0.4997, -0.4888], [3.1630, 0.5210, 0.4005], [1.0151, -1.8412, -0.1029], [1.3020, -1.8174, 0.8214], [0.1945, -0.5960, -1.4523], [-1.9998, -0.4457, 1.5181], [-1.3381, -1.8786, 0.6962], [2.2524, 0.9886, -1.4567], [-0.6470, 1.7075, -0.7620], [0.4606, 2.1380, 0.5748], [-1.2218, 1.7689, 0.9174], [-2.8076, 0.4412, -0.7171], [-2.1722, -1.0040, -1.5177], [-3.5340, -1.1233, -0.4056], [3.0558, 0.0517, 1.3718], [4.1149, 1.0111, 0.2159]], "forces_ev_per_angstrom": [[5.6, 2.9, -1.1], [1.9, 1.8, 1.0], [0.0, -0.2, 0.0], [0.4, 0.3, -0.1], [-5.5, -2.4, 1.4], [-2.2, -1.8, -1.4], [-0.3, -0.1, 0.1], [-0.5, -0.7, 0.3], [0.0, 0.0, -0.1], [0.0, 0.0, 0.1], [-0.2, -0.1, -0.1], [0.2, 0.2, -0.1], [0.3, 0.1, 0.0], [0.0, 0.0, 0.0], [0.1, 0.0, -0.2], [0.0, 0.0, 0.0], [0.0, 0.0, 0.0], [0.0, 0.0, 0.0], [0.2, -0.1, 0.1], [0.0, -0.2, 0.0], [-0.2, 0.2, 0.0]], "mulliken_charge": [-0.2407, -0.4776, -1.0597, -0.9018, -0.2560, -0.2204, -0.6985, -0.4911, 0.3978, 0.4546, 0.3375, 0.3308, 0.3118, 0.3487, 0.3957, 0.3470, 0.2581, 0.2838, 0.3611, 0.2279, 0.2909]}

# 4
{"formula": "C6H13NO", "method": "ωB97M-V with the def2-TZVPD basis set", "total_charge": 0, "homo_ev": -6.93, "e_above_lowest_kj_mol": 645.8, "elements": ["C", "N", "C", "C", "C", "C", "C", "H", "H", "H", "H", "H", "H", "H", "H", "H", "H", "H", "H", "H", "O"], "coordinates": [[-1.9643, -0.5258, 1.7178], [-1.0772, 0.5543, -1.5071], [-1.3686, 0.9205, -0.2009], [-0.9859, -0.0474, 0.9705], [0.2735, -0.2503, 1.4715], [1.4937, -0.1901, 0.7544], [1.7627, -1.5458, 0.0599], [-1.7474, -1.2744, 2.4200], [-3.0092, -0.2735, 1.5247], [-2.4376, 1.0237, -0.1004], [-1.4762, -0.2804, -1.7732], [-0.1090, 0.7893, -2.0003], [-0.9582, 1.9047, -0.0159], [0.2351, -0.8118, 2.3667], [2.3717, 0.2271, 1.2404], [2.2123, -2.3024, 0.6871], [2.3934, -1.2523, -0.8044], [0.8303, -1.9219, -0.3661], [1.3765, 1.7059, -3.2408], [1.3273, 0.5007, -0.1045], [1.2922, 1.1006, -2.5357]], "forces_ev_per_angstrom": [[-2.1, -0.4, -0.1], [1.7, 1.2, -0.2], [0.2, 0.2, 0.2], [-0.2, 2.5, -1.5], [0.4, -1.9, -0.4], [0.6, 2.4, -2.1], [0.0, 0.2, -0.9], [0.0, -0.8, 1.3], [0.3, -0.2, 0.1], [-0.7, 0.2, 0.4], [-1.0, -2.1, -0.8], [0.2, 0.3, 0.1], [0.4, 0.2, 0.3], [0.4, -0.1, 1.5], [0.0, -0.5, 0.6], [0.2, -0.1, 0.2], [-0.2, -0.5, 0.5], [0.1, 0.0, 0.0], [0.1, 1.0, -1.1], [0.2, -0.2, 0.1], [-0.5, -1.4, 1.9]], "mulliken_charge": [-1.0014, -0.3968, -0.8335, 1.0953, -0.4785, -0.1360, -1.1407, 0.3075, 0.2928, 0.4233, 0.1662, 0.3204, 0.3110, 0.3381, 0.4098, 0.3860, 0.3165, 0.3408, 0.1613, 0.1210, -1.0032]}

# 5
{"formula": "C6H13NO", "method": "ωB97M-V with the def2-TZVPD basis set", "total_charge": 0, "homo_ev": [-6.66, -6.76], "e_above_lowest_kj_mol": 484.4, "elements": ["C", "C", "C", "C", "C", "C", "N", "O", "H", "H", "H", "H", "H", "H", "H", "H", "H", "H", "H", "H", "H"], "coordinates": [[0.8814, -0.5638, 0.9005], [0.2788, 1.8437, 1.0557], [0.8156, -2.0220, 0.5999], [1.0910, 0.5220, -1.0259], [-1.5000, 0.3026, -0.1668], [0.1370, 0.5033, 0.3472], [-1.9886, -0.8967, -0.6415], [-1.8398, 1.3579, -0.9674], [-2.5536, 1.1007, -1.5727], [1.4143, -0.3183, 1.8105], [-1.9788, -1.6697, -0.0008], [-1.7763, -1.1568, -1.6094], [-0.4713, 2.5569, 0.6762], [1.2650, 2.2645, 0.9218], [0.0968, 1.7383, 2.1295], [0.8701, -2.2545, -0.4647], [1.6405, -2.5469, 1.0877], [-0.1123, -2.4743, 0.9868], [2.1399, 0.7800, -0.8839], [0.9985, -0.3937, -1.6027], [0.5917, 1.3268, -1.5801]], "forces_ev_per_angstrom": [[0.2, -1.6, 2.7], [-0.9, 0.0, 0.1], [-0.1, 0.0, 0.0], [-2.3, 1.4, -0.2], [2.5, 0.4, 0.8], [-0.7, 0.4, -3.3], [-0.2, -0.3, -0.4], [0.1, 0.1, -0.2], [0.1, 0.0, 0.3], [0.2, 0.0, 0.2], [0.2, 0.0, -0.1], [0.0, 0.0, 0.3], [0.4, -0.2, 0.1], [0.3, 0.1, -0.1], [0.0, -0.1, -0.1], [-0.1, 0.0, -0.1], [-0.1, 0.1, 0.0], [0.1, 0.0, -0.1], [-0.2, -0.1, 0.4], [0.0, -0.1, 0.1], [0.4, 0.0, -0.5]], "mulliken_charge": [-0.8246, -1.6386, -1.2310, -1.5218, -0.1201, 1.8710, -0.5099, -0.4416, 0.3174, 0.4377, 0.2309, 0.2106, 0.3527, 0.3721, 0.3870, 0.2870, 0.3683, 0.2613, 0.3694, 0.4293, 0.3926]}